1.
This record from OMol25 describes C36H34AsBaN6O8S2 as an isolated structure. The level of theory is wB97M-V/def2-TZVPD.

Element x y z (Å)
Ba -0.81678 0.10114 -0.02666
As -1.00580 -2.43732 -2.95477
S 1.91992 -1.07962 -1.55048
S 1.29703 3.01822 2.15456
O -2.00231 -2.55110 -4.43944
O 0.96894 -1.88526 -0.77574
O 3.29276 -1.18240 -1.10400
O 1.15946 4.37643 2.64034
O -1.49622 -0.98915 -2.30587
O -1.24065 -3.82683 -2.11905
O 1.28548 1.96619 3.15284
O 1.43924 0.29938 -1.67144
N -0.97989 2.86846 -0.84690
N -3.71480 -0.15692 -0.47663
N 0.21464 2.61643 1.06956
N -2.48985 -2.16582 0.97717
N -2.27992 0.29133 2.63162
N 0.05311 -1.62940 2.18833
C -0.05499 -3.78968 3.18066
C 5.34649 2.77055 0.06689
C -0.65767 4.63991 -2.42368
C 3.75711 4.00726 1.40653
C 0.91619 -3.43134 4.10239
C 2.05740 -2.82849 -5.76086
C -4.11340 -1.39775 -0.74200
C 0.62557 4.58458 -0.39310
C 3.10195 -1.75432 -3.89139
C -3.28098 -1.86382 2.17098
C -1.71044 1.17658 3.44351
C 1.89850 -1.77625 -3.19818
C 6.65950 2.69135 -0.66526
C -3.36846 -2.55320 -0.12129
C -0.02912 3.38432 -0.03877
C -4.33910 0.85859 -1.07228
C -5.38450 0.69199 -1.96115
C -0.46259 -2.85952 2.23409
C -1.26671 3.47975 -1.99340
C -1.49852 -3.22091 1.19891
C -5.16733 -1.65951 -1.61537
C 1.44016 -2.15202 4.05947
C 4.98647 3.91706 0.76653
C 0.30712 5.19466 -1.58397
C -2.43344 -1.22746 4.46321
C -1.45788 0.92598 4.78617
C 3.23259 1.77864 0.66913
C 3.18359 -2.27622 -5.17209
C 0.85440 -2.84654 -5.07097
C -5.80285 -0.60348 -2.23770
C -2.63158 -0.89693 3.13229
C 0.75576 -2.32043 -3.78461
C 4.45491 1.69981 0.02793
C 2.88286 2.93529 1.35274
C -1.82930 -0.30056 5.30284
C 0.97539 -1.28201 3.08254
H 7.10393 1.70052 -0.56689
H -6.61318 -0.78484 -2.93298
H -1.41054 2.11321 2.99165
H 6.51747 2.87981 -1.73199
H 7.36960 3.42770 -0.28738
H 3.46631 4.89899 1.94634
H -0.95244 1.67158 5.38331
H 4.12738 -2.25739 -5.70305
H -4.21190 -1.40092 1.83794
H 2.19327 -1.82083 4.76110
H -2.02284 2.99629 -2.60569
H -1.98919 -4.15944 1.50605
H -2.41266 -1.68217 -4.52739
H -5.45703 -2.68384 -1.81284
H -2.71722 -2.20811 4.82381
H 3.97130 -1.33866 -3.40091
H 1.25207 -4.14253 4.84726
H -2.75937 -3.02847 -0.89877
H -5.85103 1.55003 -2.42529
H 1.34226 -0.26208 3.02596
H 4.69289 0.79230 -0.51398
H -3.54659 -2.79199 2.70262
H 5.67397 4.75500 0.80842
H -0.92198 5.08804 -3.37089
H -0.99847 -3.41436 0.24248
H 2.55138 0.94104 0.61513
H -0.49687 -4.77779 3.18867
H 1.35675 5.01824 0.27085
H -4.10165 -3.31020 0.20795
H -3.96753 1.84923 -0.82781
H 0.81518 6.10988 -1.86535
H 2.11081 -3.24721 -6.75841
H -1.63740 -0.54548 6.34038
H -0.02809 -3.26516 -5.53448

Cartesian forces, eV/Å:
Ba -0.1090 0.0512 -0.0114
As 0.0487 -0.0307 -0.0018
S 0.0624 -0.0889 0.0193
S -0.0093 0.0101 -0.0317
O -0.0152 0.0214 0.0018
O 0.0342 -0.0728 -0.0046
O 0.0003 -0.0019 -0.0151
O 0.0080 0.0063 0.0157
O -0.0474 0.0314 0.0335
O -0.0003 0.0399 0.0183
O 0.0085 0.0188 0.0036
O 0.0267 0.0506 -0.0002
N 0.0079 -0.0231 0.0207
N -0.0046 -0.0040 0.0200
N -0.0193 -0.0525 -0.0388
N -0.0281 0.0213 -0.0059
N -0.0051 0.0116 -0.0024
N 0.0325 0.0088 -0.0350
C 0.0107 0.0016 0.0006
C 0.0053 -0.0142 -0.0109
C 0.0049 0.0105 0.0612
C 0.0017 0.0161 -0.0062
C -0.0046 -0.0110 0.0011
C 0.0059 0.0016 -0.0023
C 0.0078 -0.0094 -0.0067
C -0.0290 0.0357 -0.0243
C -0.0049 0.0004 0.0039
C 0.0008 0.0026 -0.0007
C 0.0099 -0.0003 0.0069
C -0.0081 -0.0035 0.0134
C -0.0038 0.0037 0.0050
C -0.0091 0.0061 0.0138
C 0.0039 -0.0089 0.0177
C 0.0002 0.0079 -0.0184
C -0.0050 -0.0159 0.0024
C -0.0026 -0.0192 0.0003
C -0.0024 0.0133 -0.0815
C 0.0234 0.0082 0.0020
C -0.0151 0.0084 -0.0118
C -0.0028 0.0043 -0.0078
C -0.0029 0.0067 0.0104
C -0.0055 -0.0099 0.0068
C 0.0117 0.0088 -0.0001
C -0.0035 -0.0218 0.0169
C -0.0014 0.0193 0.0132
C -0.0039 0.0045 -0.0006
C 0.0018 0.0063 0.0023
C 0.0116 0.0017 0.0088
C 0.0110 -0.0286 0.0049
C 0.0040 -0.0004 0.0024
C -0.0041 -0.0002 0.0070
C -0.0029 -0.0431 -0.0021
C 0.0004 0.0111 -0.0195
C 0.0050 0.0028 0.0187
H 0.0011 0.0003 0.0010
H -0.0004 0.0005 0.0001
H -0.0033 -0.0002 0.0045
H 0.0031 -0.0006 -0.0003
H 0.0008 -0.0004 -0.0021
H 0.0032 0.0002 -0.0030
H 0.0014 0.0003 -0.0011
H -0.0005 0.0000 0.0004
H 0.0052 0.0052 -0.0042
H -0.0012 -0.0019 0.0030
H 0.0030 -0.0042 0.0039
H -0.0027 -0.0008 -0.0048
H 0.0085 0.0094 0.0084
H 0.0001 0.0000 0.0012
H -0.0018 0.0000 0.0018
H -0.0029 -0.0006 0.0023
H 0.0014 0.0007 0.0018
H 0.0003 0.0013 -0.0013
H 0.0004 0.0006 0.0003
H 0.0007 0.0007 -0.0047
H 0.0054 -0.0002 -0.0024
H -0.0052 0.0007 -0.0023
H -0.0005 0.0001 -0.0003
H -0.0025 0.0014 0.0005
H -0.0024 0.0008 -0.0029
H -0.0018 -0.0018 -0.0131
H -0.0007 0.0001 -0.0006
H -0.0006 -0.0040 0.0015
H -0.0009 -0.0025 -0.0018
H -0.0021 0.0009 -0.0004
H -0.0002 0.0004 0.0022
H -0.0003 0.0004 -0.0004
H -0.0020 0.0003 0.0003
H -0.0018 -0.0002 -0.0001

- Orbital gap: 7.7 eV
- HOMO: -0.2021 Eh
- Relative energy (zero: lowest compared OMol25 entry of this formula, charge and spin): 0.451 eV
- Net charge: -1

***

2.
This record from OMol25 describes a 5-piece molecular cluster, C20H41BrNO9P overall. The level of theory is wB97M-V/def2-TZVPD.

Element x y z (Å)
Br 0.20318 -1.97927 -1.04263
P -0.14960 2.69532 1.54288
O -0.30990 1.65642 -5.37576
O -0.75992 2.94191 0.02434
O -1.71875 4.28691 5.35655
O -0.52839 3.95596 2.47154
O 3.29459 -4.49894 -1.19558
O 1.46665 2.74831 1.38103
O -0.04553 2.57171 -2.01174
O -0.62438 1.46801 2.18101
O -2.16352 -4.25080 1.40124
N 0.12124 0.75422 -0.61418
C -0.18724 2.10273 -0.95141
C 4.19295 -4.94094 -2.21937
C 1.00327 3.60809 -5.66903
C -0.87912 -3.81607 1.86671
C -0.57145 -0.19768 -1.48440
C 3.72165 -3.21901 -0.71603
C -2.09111 -0.28366 -1.24041
C -2.18261 -5.68075 1.34249
C -0.74508 -6.14475 1.51306
C -2.91242 0.82014 -1.97572
C -1.65913 3.40934 6.49115
C 5.11714 -2.98683 -1.27090
C 1.16639 2.72024 -6.89264
C 5.05852 -3.74648 -2.58640
C -0.26656 3.05340 -5.04738
C -2.83512 5.17481 5.51023
C 0.68009 1.37736 -6.37137
C -0.16579 -5.04999 2.39394
C -3.66933 4.63343 6.65862
C -2.61351 3.97302 7.52950
H -0.66849 -7.14316 1.94371
H -0.34323 -3.38040 1.01797
H 3.01707 -2.46862 -1.08768
H -0.63165 3.34872 6.85267
H -2.61840 -6.00128 0.39460
H -3.00983 3.21081 8.19954
H -0.44293 -5.22649 3.43731
H 4.55581 -3.13896 -3.34383
H -1.97274 2.41282 6.16340
H 1.84757 3.46200 -4.98919
H -2.84120 1.77467 -1.41404
H 0.24578 0.75355 -7.15451
H 5.36018 -1.93024 -1.38315
H 5.86289 -3.44053 -0.61223
H 0.91984 -4.96956 2.33885
H -0.35213 -0.05753 -2.56096
H -1.15779 3.52835 -5.47360
H -2.81726 -6.04431 2.15842
H 1.13160 0.64057 -0.65602
H -3.39219 5.22595 4.57383
H -2.41474 -1.26243 -1.64767
H 1.80183 1.84232 1.48318
H 4.79629 -5.75835 -1.80987
H -0.29246 3.17254 -3.96557
H -0.79676 3.51938 3.31059
H -0.23616 -6.15051 0.54533
H -2.32003 -0.28756 -0.15605
H 3.62128 -5.32241 -3.06681
H 3.69609 -3.20964 0.37533
H -1.00752 -3.04536 2.62878
H -2.56418 0.95780 -3.01793
H 0.51139 3.06994 -7.69531
H -4.37001 3.87985 6.28945
H -2.10520 4.72884 8.13428
H 0.93385 4.67043 -5.90177
H 2.18578 2.68286 -7.27687
H -3.98250 0.54621 -1.99235
H -2.44396 6.17158 5.73775
H -4.24046 5.40748 7.17021
H 1.49313 0.81995 -5.89246
H 6.03627 -4.03243 -2.97360

Cartesian forces, eV/Å:
Br -0.0446 0.7070 -0.3916
P -0.3843 -0.3821 1.1477
O 0.1588 0.0989 -0.0761
O 1.4290 -0.6139 1.5345
O -0.0643 -0.1322 0.0884
O 0.3652 -0.7743 -1.3926
O 0.1696 0.1094 -0.0531
O -0.9846 0.0233 -0.4301
O 0.2747 0.6568 -1.6751
O 0.0849 -0.1730 -0.0681
O 0.1505 -0.1483 0.0495
N -0.2050 0.4002 0.4834
C -0.5085 0.1605 0.8874
C 0.0000 -0.1867 0.1368
C 0.1745 -0.0155 0.1361
C 0.0768 0.0924 -0.1946
C -0.3174 -0.6813 -0.0659
C -0.1945 0.1067 -0.0723
C -0.3786 -0.0876 -0.4308
C -0.1807 0.0656 0.1317
C 0.1157 -0.0853 -0.2344
C 0.2571 0.0991 0.5074
C 0.0130 -0.2558 -0.1262
C 0.1967 -0.0740 0.1865
C -0.0709 0.0628 -0.2229
C -0.0657 0.1149 -0.2230
C -0.3235 0.1294 0.0548
C 0.0975 0.2386 -0.1016
C 0.0378 -0.1448 0.1725
C -0.0331 -0.0142 0.2906
C -0.2041 -0.1583 -0.0961
C 0.1344 0.1567 0.1905
H -0.0294 0.0249 -0.0005
H -0.0203 -0.0803 0.2875
H 0.0891 0.0502 0.0685
H 0.0177 0.0484 -0.1057
H -0.0329 0.0865 0.0079
H 0.0195 -0.0051 -0.0415
H 0.0349 0.0066 -0.0171
H 0.0225 -0.0325 0.0005
H 0.0239 -0.0273 0.0781
H -0.0313 0.0318 0.0044
H -0.0262 -0.3733 -0.5311
H -0.0559 -0.0197 0.0709
H -0.0331 -0.0191 -0.0015
H -0.0083 0.0395 -0.0112
H -0.0282 0.0157 -0.0352
H -0.0427 -0.0024 0.5393
H 0.0390 0.0592 -0.0326
H 0.0054 -0.0983 -0.0304
H -0.1949 -0.0923 -0.2146
H 0.1033 -0.0353 -0.0345
H 0.2211 0.4938 0.2624
H -0.1043 0.2314 0.1236
H 0.0433 -0.0155 -0.0861
H -0.0451 -0.0653 -0.2926
H -0.1440 0.6066 -0.1110
H -0.0135 -0.0188 0.0256
H 0.3159 0.0043 -0.5339
H -0.0670 -0.0024 0.0745
H -0.0692 -0.0852 -0.0146
H -0.0989 0.0172 -0.0580
H -0.1582 0.0015 0.5418
H 0.0326 -0.0262 0.0023
H -0.0025 0.0438 0.0046
H -0.0050 -0.0446 0.0053
H -0.0245 -0.0291 0.0037
H -0.0223 -0.0277 0.0162
H 0.5150 0.0492 0.0011
H -0.0664 0.0232 -0.0089
H 0.0385 0.0057 -0.0271
H 0.0523 -0.0149 -0.0956
H -0.0267 -0.0196 0.0223

- Orbital gap: 9.2 eV
- HOMO: -0.3326 Eh
- Structure (SMILES): CC[C@H](Br)NC(=O)OP(=O)(O)O.C1CCOC1.C1CCOC1.C1CCOC1.C1CCOC1

***

3.
This record from OMol25 describes a 13-piece molecular cluster, C17H60N10O13 overall. The level of theory is wB97M-V/def2-TZVPD.

Element x y z (Å)
O 8.49421 14.57402 12.99293
O 13.67205 14.20891 20.52207
O 13.68963 12.58681 15.71673
O 7.90761 15.86203 19.31454
O 16.56321 11.51271 15.88322
O 12.82111 8.78447 15.39298
O 12.66166 15.55631 15.94011
O 16.09543 15.18034 12.03292
O 8.75033 13.39134 15.43843
O 12.01608 10.19652 18.93443
O 9.54651 12.41331 18.71825
O 9.33445 10.50755 16.60889
O 9.79095 12.79472 11.50730
N 9.76360 17.19128 19.71411
N 15.61341 13.89382 13.85310
N 7.38548 11.05129 15.48419
N 13.97332 17.13854 17.28602
N 17.60696 14.78586 13.80488
N 7.75161 8.93691 16.12922
N 11.85912 11.13072 16.35370
N 10.14791 15.25841 18.82362
N 11.59472 13.18824 16.44781
N 14.96836 15.91701 15.72218
C 8.07920 10.17817 16.11137
C 11.80028 8.78467 18.80811
C 15.82324 10.39090 16.34326
C 13.82334 16.24297 16.31454
C 14.96149 14.02227 18.52268
C 13.60669 13.92958 19.11257
C 8.03672 14.24239 16.27419
C 8.26270 12.27814 19.13526
C 9.02446 15.92015 12.99252
C 11.52224 8.38112 14.98482
C 9.23570 16.11308 19.21912
C 10.68691 11.72478 13.48535
C 10.52738 15.63738 13.37850
C 15.30798 10.60334 17.82177
C 12.40337 12.29705 16.12751
C 16.42341 14.67094 13.23227
C 9.68068 11.69750 12.37279
H 6.88523 8.55537 15.67807
H 12.10410 10.54972 18.05048
H 8.18595 11.23484 19.57617
H 15.01902 15.10747 15.07352
H 7.57761 12.18836 18.28058
H 7.54070 14.61074 12.99312
H 14.61045 13.87511 13.53476
H 7.94840 13.83480 17.23970
H 7.79498 12.04180 15.59342
H 13.17661 17.48577 17.85083
H 10.77254 8.40031 15.72494
H 11.12937 15.40750 18.75426
H 8.33089 8.18412 16.63550
H 10.74845 17.22203 19.89446
H 9.34626 13.57769 11.91638
H 10.83724 10.98471 16.39062
H 18.22718 15.42834 13.25088
H 7.00005 14.47861 15.96790
H 15.78000 13.40736 14.70046
H 11.91684 14.13543 16.28422
H 9.86766 14.25683 18.73151
H 9.26009 17.92412 20.24984
H 9.79942 11.55959 18.34905
H 10.63166 13.05277 16.59721
H 14.75775 9.77374 18.16272
H 12.35300 10.31323 16.01820
H 12.97172 14.58903 18.47724
H 15.85009 16.37713 15.90282
H 7.91011 13.09571 19.75770
H 8.87610 13.91138 14.60482
H 8.60095 15.19071 16.27978
H 10.46126 10.90780 14.20174
H 13.37704 8.17127 14.90171
H 12.65850 8.28706 18.30881
H 16.02743 10.77258 18.56853
H 17.77450 14.80535 14.81225
H 11.24827 8.89813 14.09544
H 14.97342 10.13461 15.78684
H 15.28409 15.07448 18.64823
H 16.68335 11.40704 14.92170
H 11.63709 7.26036 14.89464
H 6.36730 11.00876 15.37807
H 16.47772 9.51373 16.27611
H 11.69337 8.43437 19.79010
H 10.80641 8.61339 18.38675
H 11.20636 15.44310 12.51294
H 10.87492 16.50346 13.89826
H 8.87805 16.38537 12.02151
H 13.36651 13.41676 20.96493
H 15.67672 13.39060 19.01535
H 8.46058 16.42125 13.83399
H 10.57239 12.70172 13.95566
H 14.88492 17.07841 17.69756
H 13.24167 12.89275 19.01267
H 10.66461 14.75510 14.09132
H 8.68583 11.80096 12.88986
H 9.71254 10.71902 11.96285
H 14.98526 13.71244 17.52089
H 11.73587 11.57960 13.17591
H 14.61039 11.46081 17.85372

Cartesian forces, eV/Å:
O -0.5316 0.1209 -0.2677
O -0.3823 0.5980 -0.5056
O -5.0503 -1.7797 1.4504
O 5.5971 0.8678 -0.9634
O -0.1443 0.2397 -0.7064
O 0.2547 -0.3850 0.0723
O 5.3438 4.6880 1.9628
O 1.8204 -1.6731 5.1860
O 0.0731 -0.2421 -1.1151
O -0.0591 -0.9213 0.9497
O 2.0057 0.9133 -0.3645
O -5.4914 -1.4680 -1.3245
O 0.2302 0.1685 -0.9222
N 0.6312 4.9221 2.0282
N -5.2585 -1.8238 0.3638
N -1.9984 4.2160 -0.6296
N -1.5089 1.1632 1.3206
N 3.9799 2.4520 -0.3340
N -1.4160 -6.2426 0.7956
N 0.6394 -4.4116 -0.3572
N -0.4649 -3.8223 -1.4342
N -1.8173 6.3475 0.6574
N 0.5168 -0.9035 -1.0988
C 7.8028 1.4247 2.3799
C 0.2240 1.3369 -0.5979
C 0.9101 -0.2858 2.6421
C -4.6975 -4.5453 -2.4658
C 0.9283 1.1776 1.0236
C -0.3731 -1.2272 -0.1186
C -0.2272 2.3184 -0.3317
C -2.1610 -2.5766 0.2352
C 1.0603 -1.3070 1.9403
C 1.1465 -2.9592 -0.2363
C -6.6083 -2.1945 1.4501
C 0.4419 -0.2768 0.4495
C -0.3030 -0.2793 -0.2491
C -0.3658 1.2677 -2.2318
C 7.2582 -0.3433 -2.1804
C -1.2322 2.4689 -7.0478
C -1.3482 1.2283 2.0071
H 1.3279 0.8912 0.6853
H 0.0750 0.4452 -0.7273
H -0.3920 1.3119 0.4327
H -0.5099 0.9899 0.8047
H -0.2030 0.2938 -0.0649
H -0.5586 -0.0826 -0.2110
H 1.6478 -0.2666 0.3939
H 0.2397 -0.3152 1.1688
H -0.3540 -1.4582 -0.7574
H 1.0256 -0.6784 -0.7949
H -0.6376 1.1041 1.2269
H 0.3630 0.4665 0.1073
H -1.1635 2.2813 -1.1323
H 0.1700 -0.1488 -0.0646
H 0.4185 -1.1732 -0.2664
H 0.5435 0.5173 -0.1521
H -0.8221 -1.0270 1.0218
H 0.2261 -0.2284 -0.3593
H 0.3013 -0.6930 0.8314
H -0.0666 0.3047 0.1003
H 0.3922 1.1004 -0.1404
H 0.0503 -1.3096 -1.0329
H 0.3273 0.0310 -0.2956
H -1.0560 -0.4903 0.2324
H -0.7930 -1.3224 0.1058
H 0.2464 0.3784 -0.0296
H -0.1175 -0.1856 1.0152
H -0.4261 0.1657 0.1022
H 0.2523 -0.0622 0.2493
H -0.1026 -0.9584 0.3251
H -0.4818 -0.0799 0.6416
H -0.0281 0.6954 -0.2378
H 0.4630 0.4592 0.2740
H -0.7648 0.0901 0.0201
H 1.4948 0.2999 0.6481
H -0.4127 -0.3069 -0.6292
H -0.4969 0.0870 -0.7529
H -1.3194 0.3008 -1.2129
H 0.2133 -0.4504 -0.2369
H -0.0644 0.0087 0.6027
H -0.5904 0.9182 -0.8673
H 0.7849 -0.3877 0.0268
H 0.1040 -0.0853 0.3451
H 0.2539 -0.7097 1.5222
H 0.2157 -0.2733 -0.7485
H -0.7965 0.1741 0.5134
H 0.6056 0.5191 0.3497
H 0.0470 0.1819 0.0694
H -0.1109 0.0100 0.1439
H 0.3156 -0.2524 0.6009
H 0.8764 0.1158 -1.0508
H 0.4406 -0.3235 0.3773
H -0.0233 0.5052 0.5098
H -0.1868 0.4194 -0.2604
H -0.4917 1.2950 -0.9178
H 0.4767 -0.4731 -0.3808
H -0.1037 -0.5822 -1.5007
H -0.2487 -0.1017 -1.6329
H -0.3720 0.2264 -0.1229
H 0.3712 -0.4131 -0.2998

- Orbital gap: 8.6 eV
- HOMO: -0.3136 Eh
- Relative energy (zero: lowest compared OMol25 entry of this formula, charge and spin): 5.383 eV

***

Energy list, top to bottom, in Eh: -5380.65839; -4433.99242; -2209.28868
Strongest force on any atom list, top to bottom, in eV/Å: 0.12; 2.18; 8.28
Lowest unoccupied orbital energy list, top to bottom, in eV: 2.187; 0.174; 0.051